one:
An isolated molecule of C5H12NO. Source: the Open Molecules 2025 dataset; level of theory: ωB97M-V/def2-TZVPD.

The frontier orbital gap (alpha / beta) is 10.83 / 8.27 eV. The HOMO energy (alpha / beta) comes out at -9.880 / -9.749 eV.

Geometry as ORCA input:
```
! RIJCOSX wB97M-V def2-TZVPD def2/J DEFGRID3
* xyz 0 2
C 1.77 -0.88 0.03
O 2.19 -1.07 1.32
C 0.26 -0.77 -0.12
C -0.42 0.29 0.77
C -0.10 1.71 0.16
C -1.92 0.05 0.66
N 0.02 -0.58 -1.64
H 2.19 -1.67 -0.62
H 2.21 0.10 -0.23
H -0.31 -1.70 -0.02
H 0.09 0.27 1.73
H -0.94 2.13 -0.36
H 0.74 1.52 -0.50
H 0.35 2.38 0.91
H -2.19 -0.26 -0.36
H -2.38 -0.63 1.38
H -2.42 0.99 0.84
H 0.91 -0.32 -2.06
H -0.07 -1.55 -1.91
*
```

Atom charges from the Mulliken analysis, given in e for atoms 1 to 5:
1 C -0.553
2 O -0.378
3 C -0.601
4 C 0.837
5 C -1.362


two:
An isolated molecule of C5H12NO. Source: the Open Molecules 2025 dataset; level of theory: ωB97M-V/def2-TZVPD.

The frontier orbital gap (alpha / beta) is 10.61 / 7.91 eV. The HOMO energy (alpha / beta) comes out at -9.573 / -9.565 eV.

Geometry as ORCA input:
```
! RIJCOSX wB97M-V def2-TZVPD def2/J DEFGRID3
* xyz 0 2
C -0.74 2.16 -0.19
O -0.80 2.93 -1.32
C -0.23 0.72 -0.41
C -0.31 -0.04 0.89
C 0.17 -1.48 0.81
C 1.58 -1.69 0.30
N -1.10 0.11 -1.47
H -1.72 2.10 0.29
H -0.06 2.64 0.53
H 0.81 0.77 -0.75
H -1.36 -0.07 1.20
H 0.23 0.51 1.67
H -0.57 -2.04 0.23
H 0.13 -1.87 1.84
H 1.60 -1.69 -0.80
H 2.02 -2.62 0.65
H 2.22 -0.86 0.62
H -1.36 0.92 -2.03
H -0.56 -0.51 -2.06
*
```

Atom charges from the Mulliken analysis, given in e for atoms 1 to 5:
1 C -0.673
2 O -0.370
3 C 0.525
4 C -0.867
5 C -0.556


The structure with the least stability is one.


one:
An isolated molecule of C2H4N2OS2. Source: the Open Molecules 2025 dataset; level of theory: ωB97M-V/def2-TZVPD.

The frontier orbital gap is 7.77 eV. As for the SMILES: N/C(=N/O)C(=S)S. The HOMO energy comes out at -8.877 eV.

Geometry as ORCA input:
```
! RIJCOSX wB97M-V def2-TZVPD def2/J DEFGRID3
* xyz 0 1
N -0.65 1.56 -0.76
C -0.26 0.45 -0.09
N -1.28 -0.44 0.19
O -0.59 -1.39 0.96
C 1.09 -0.09 0.11
S 2.20 1.04 0.56
S 1.69 -1.65 -0.45
H -1.48 1.88 -0.17
H 0.06 2.27 -0.56
H -1.20 -1.86 1.58
H 0.42 -1.77 -1.38
*
```

Atom charges from the Mulliken analysis, given in e for atoms 1 to 5:
1 N -0.498
2 C 0.122
3 N -0.446
4 O -0.328
5 C 0.417


two:
An isolated molecule of C2H4N2OS2. Source: the Open Molecules 2025 dataset; level of theory: ωB97M-V/def2-TZVPD.

The frontier orbital gap is 8.91 eV. As for the SMILES: C=NSC(=S)NO. The HOMO energy comes out at -8.564 eV.

Geometry as ORCA input:
```
! RIJCOSX wB97M-V def2-TZVPD def2/J DEFGRID3
* xyz 0 1
C -2.26 -0.98 -0.32
N -1.21 -0.27 -0.14
S 0.20 -1.10 0.48
C 1.61 -0.21 0.04
S 3.04 -1.03 -0.14
N 1.48 1.09 -0.08
O 0.31 1.76 0.12
H -2.32 -2.03 -0.13
H -3.13 -0.47 -0.72
H 2.32 1.72 -0.08
H -0.04 1.52 0.96
*
```

Atom charges from the Mulliken analysis, given in e for atoms 1 to 5:
1 C -0.206
2 N -0.306
3 S 0.005
4 C 0.225
5 S -0.336


The structure with the least stability is one.


one:
An isolated molecule of C2H4N2OS2. Source: the Open Molecules 2025 dataset; level of theory: ωB97M-V/def2-TZVPD.

The frontier orbital gap is 7.91 eV. The HOMO energy comes out at -8.784 eV.

Geometry as ORCA input:
```
! RIJCOSX wB97M-V def2-TZVPD def2/J DEFGRID3
* xyz 0 1
C -0.45 0.35 -0.17
C -1.11 -0.65 -1.06
N 0.86 -0.54 2.52
N 0.89 0.51 -0.32
O -0.96 1.11 0.63
S 1.89 1.49 0.61
S 1.52 0.74 2.67
H -1.40 -0.38 -2.03
H -2.23 -0.95 -0.70
H -0.43 -1.55 -1.15
H 1.42 -0.12 -1.00
*
```

Atom charges from the Mulliken analysis, given in e for atoms 1 to 5:
1 C 0.857
2 C -1.091
3 N -0.232
4 N -0.248
5 O -0.570


two:
An isolated molecule of C2H4N2OS2. Source: the Open Molecules 2025 dataset; level of theory: ωB97M-V/def2-TZVPD.

The frontier orbital gap is 8.72 eV. As for the SMILES: NC(=O)NSC=S. The HOMO energy comes out at -8.921 eV.

Geometry as ORCA input:
```
! RIJCOSX wB97M-V def2-TZVPD def2/J DEFGRID3
* xyz 0 1
N -1.94 -0.77 -0.31
C -1.01 0.01 0.35
O -0.93 0.11 1.55
N -0.17 0.68 -0.55
S 1.14 1.55 0.06
C 2.33 0.33 0.39
S 2.23 -1.27 0.12
H -2.24 -0.50 -1.24
H -2.66 -1.15 0.29
H 0.01 0.20 -1.46
H 3.23 0.82 0.80
*
```

Atom charges from the Mulliken analysis, given in e for atoms 1 to 5:
1 N -0.438
2 C 0.592
3 O -0.547
4 N -0.364
5 S 0.049


three:
An isolated molecule of C2H4N2OS2. Source: the Open Molecules 2025 dataset; level of theory: ωB97M-V/def2-TZVPD.

The frontier orbital gap (alpha / beta) is 7.59 / 6.85 eV. The HOMO energy (alpha / beta) comes out at -9.073 / -8.880 eV.

Geometry as ORCA input:
```
! RIJCOSX wB97M-V def2-TZVPD def2/J DEFGRID3
* xyz 0 1
C 0.86 0.35 1.09
C -0.08 -0.99 -0.68
N 0.68 -0.71 0.49
N -1.07 -0.09 -0.95
O 1.03 2.94 1.68
S -0.69 -2.85 -0.79
S 0.37 2.12 0.67
H 1.59 0.37 1.84
H 0.62 -1.31 -1.52
H -1.59 0.22 -1.73
H -1.72 -0.05 -0.11
*
```

Atom charges from the Mulliken analysis, given in e for atoms 1 to 5:
1 C -0.191
2 C 0.032
3 N -0.355
4 N -0.434
5 O -0.438


The structure with the least stability is three.


one:
A structure of composition C2H4N2OS2. Source: the Open Molecules 2025 dataset; level of theory: ωB97M-V/def2-TZVPD.

The frontier orbital gap is 8.03 eV. The HOMO energy comes out at -8.452 eV.

Geometry as ORCA input:
```
! RIJCOSX wB97M-V def2-TZVPD def2/J DEFGRID3
* xyz 0 1
C -1.00 -0.04 -0.29
C -0.07 1.12 -0.02
H -0.48 0.43 2.48
H -1.52 -1.71 0.82
H -0.42 2.11 -0.32
H 3.30 0.38 1.25
N -1.02 -0.76 0.89
N 1.22 1.10 0.24
O -0.16 -0.53 1.92
S -1.78 0.02 -1.72
S 2.13 -0.37 0.12
*
```

Atom charges from the Mulliken analysis, given in e for atoms 1 to 5:
1 C 0.333
2 C -0.412
3 H 0.384
4 H 0.261
5 H 0.380


two:
An isolated molecule of C2H4N2OS2. Source: the Open Molecules 2025 dataset; level of theory: ωB97M-V/def2-TZVPD.

The frontier orbital gap is 8.57 eV. As for the SMILES: NC(=S)N(O)C=S. The HOMO energy comes out at -9.217 eV.

Geometry as ORCA input:
```
! RIJCOSX wB97M-V def2-TZVPD def2/J DEFGRID3
* xyz 0 1
N -1.38 0.06 -0.86
C -0.38 -0.71 -0.44
S -0.39 -2.36 -0.63
N 0.65 -0.06 0.24
O 1.68 -0.89 0.68
C 0.73 1.22 0.64
S -0.15 2.55 0.27
H -2.17 -0.39 -1.25
H -1.53 1.06 -0.57
H 1.30 -1.82 0.65
H 1.64 1.35 1.27
*
```

Atom charges from the Mulliken analysis, given in e for atoms 1 to 5:
1 N -0.284
2 C 0.489
3 S -0.495
4 N 0.168
5 O -0.381


The structure with the least stability is one.